The following is a quantum chemistry calculation of C4H5ClO in the gas phase in a non-equilibrium geometry, from the Open Molecules 2025 dataset.

Calculated values
SMILES string: C/C(C=O)=C/Cl
HOMO energy (eV): -9.61
Orbital gap (eV): 9.181
Calculated total energy (eV): -18797.070
Relative energy (zero: lowest compared OMol25 entry of this formula, charge and spin) (kJ/mol): 108.9
Lowest unoccupied orbital energy (eV): -0.43

Geometry as ORCA input:
```
! wB97M-V def2-TZVPD RIJCOSX def2/J DEFGRID3
* xyz 0 1
C 1.16 0.22 0.68
C -0.02 -0.12 -0.13
C -0.87 1.03 -0.44
O -0.55 2.21 -0.40
C -0.32 -1.42 -0.52
Cl -1.82 -1.61 -1.33
H 1.81 -0.59 0.69
H 1.68 1.26 0.27
H 0.77 0.39 1.76
H -1.93 0.79 -0.63
H 0.07 -2.15 0.06
*
```

Löwdin population analysis, charges in e, atoms 1 to 5: -0.07, -0.36, -0.27, 0.04, -0.46